[1]
The following is a quantum chemistry calculation of a 8-piece molecular cluster, C24H24F8O24 overall, from OMol25.

E_tot = -3533.6843 a.u.
SMILES = O=C1OC[C@@H](F)O1.O=C1OC[C@@H](F)O1.O=C1OC[C@@H](F)O1.O=C1OC[C@@H](F)O1.O=C1OC[C@@H](F)O1.O=C1OC[C@@H](F)O1.O=C1OC[C@@H](F)O1.O=C1OC[C@@H](F)O1
HOMO-LUMO gap = 10.7816 eV
ΔE to the lowest compared entry with this formula, charge and spin = 61.1 kcal/mol
LUMO level = -0.03 eV

Atoms and positions in Å:
O: -8.065 2.328 -0.194
C: -7.485 1.343 0.111
O: -8.118 0.152 0.327
C: -7.189 -0.595 1.112
C: -5.851 -0.114 0.562
F: -5.468 -1.076 -0.365
O: -6.147 1.181 0.131
H: -7.283 -0.345 2.179
H: -7.373 -1.665 1.143
H: -5.100 -0.204 1.347
O: -2.438 0.824 5.555
C: -1.562 0.123 5.190
O: -0.625 -0.455 5.963
C: 0.498 -0.808 5.152
C: -0.214 -1.063 3.823
F: -0.582 -2.364 3.676
O: -1.339 -0.232 3.892
H: 1.229 0.006 5.130
H: 1.079 -1.596 5.626
H: 0.317 -0.745 2.925
O: -1.788 2.606 -4.170
C: -2.535 3.119 -3.407
O: -3.542 2.448 -2.806
C: -4.255 3.377 -1.994
C: -3.275 4.466 -1.737
F: -2.396 4.150 -0.708
O: -2.542 4.405 -2.931
H: -5.104 3.817 -2.519
H: -4.566 2.836 -1.101
H: -3.742 5.405 -1.452
O: 2.561 -4.373 3.039
C: 3.232 -3.393 3.084
O: 4.413 -3.272 2.481
C: 4.984 -2.035 2.842
C: 3.718 -1.184 3.077
F: 3.340 -0.572 1.925
O: 2.729 -2.153 3.384
H: 5.495 -2.084 3.806
H: 5.608 -1.489 2.141
H: 3.754 -0.472 3.901
O: 0.560 -2.248 -2.462
C: 1.316 -3.032 -1.984
O: 0.982 -3.811 -0.896
C: 2.183 -4.316 -0.355
C: 2.966 -4.505 -1.672
F: 2.434 -5.564 -2.332
O: 2.575 -3.272 -2.297
H: 2.734 -3.604 0.258
H: 2.097 -5.300 0.098
H: 4.049 -4.505 -1.740
O: 0.876 -0.238 0.328
C: -0.171 0.010 -0.155
O: -0.455 -0.010 -1.490
C: -1.804 0.277 -1.661
C: -2.099 1.192 -0.451
F: -3.386 0.981 -0.081
O: -1.220 0.566 0.481
H: -2.087 0.842 -2.551
H: -2.448 -0.604 -1.634
H: -1.905 2.250 -0.622
O: 4.708 -1.329 -4.420
C: 4.463 -1.154 -3.269
O: 3.565 -0.245 -2.851
C: 3.424 -0.344 -1.412
C: 4.735 -1.030 -1.031
F: 4.506 -2.115 -0.226
O: 5.234 -1.564 -2.248
H: 3.301 0.656 -1.013
H: 2.582 -1.022 -1.301
H: 5.406 -0.319 -0.546
O: 3.126 2.719 -4.217
C: 2.474 2.992 -3.276
O: 1.337 2.386 -2.936
C: 0.691 3.057 -1.881
C: 1.878 3.863 -1.238
F: 2.519 3.044 -0.328
O: 2.808 3.890 -2.300
H: 0.149 3.873 -2.375
H: 0.014 2.469 -1.275
H: 1.510 4.774 -0.778

[2]
The following is a quantum chemistry calculation of one molecule with the formula C15H10N2, from OMol25.

E_tot = -687.0727 a.u.
SMILES = c1ccc2c(c1)c1c(c3ccccc32)=NCN=1
HOMO-LUMO gap = 7.7099 eV
ΔE to the lowest compared entry with this formula, charge and spin = 20.5 kcal/mol
LUMO level = -0.59 eV

Atoms and positions in Å:
C: -2.575 -2.575 0.541
C: -1.349 -2.977 0.978
C: -0.231 -2.165 1.046
C: -0.233 -0.873 0.506
C: -1.446 -0.519 -0.144
C: -2.577 -1.297 -0.151
C: -1.323 0.630 -0.992
C: -0.183 1.477 -0.914
C: 0.999 1.198 -0.121
C: 2.238 1.972 -0.087
C: 3.362 1.575 0.759
C: 3.176 0.350 1.509
C: 2.060 -0.497 1.368
C: 0.903 -0.084 0.579
N: -0.293 2.496 -1.781
C: -1.599 2.222 -2.417
N: -2.206 1.055 -1.781
H: -3.491 -3.180 0.641
H: -1.333 -3.970 1.318
H: 0.626 -2.645 1.422
H: -3.451 -0.957 -0.709
H: 2.376 2.874 -0.724
H: 4.297 2.162 0.847
H: 3.827 0.012 2.219
H: 2.091 -1.354 1.914
H: -2.192 3.079 -2.338
H: -1.476 1.990 -3.487

[3]
The following is a quantum chemistry calculation of C32H57CrN4OP2S as an isolated structure, from OMol25.

E_tot = -3672.9557 a.u.
multiplicity = 5
HOMO-LUMO gap (spin up / spin down) = 6.7892 / 5.4065 eV
ΔE to the lowest compared entry with this formula, charge and spin = 0.0 kcal/mol
net charge = +1
<S²> = 6.04
LUMO level (spin up / spin down) = -1.87 / -3.26 eV

Atoms and positions in Å:
C: 0.804 2.860 -0.442
C: -1.147 2.330 -1.744
C: 0.826 4.176 -0.894
C: -1.167 3.702 -2.185
C: -0.203 4.597 -1.777
H: 1.610 4.859 -0.558
H: -1.964 4.007 -2.871
H: -0.228 5.632 -2.135
N: -0.148 1.959 -0.824
P: 1.117 1.150 1.736
P: -1.719 -0.333 -1.897
C: 1.865 2.359 0.514
H: 2.608 1.776 -0.056
H: 2.394 3.201 0.992
C: -0.483 -1.826 0.831
O: -0.595 -2.928 1.231
C: -2.061 1.379 -2.216
H: -2.770 1.693 -2.990
C: -0.796 -0.982 -3.476
C: -3.402 -1.251 -1.813
C: 2.617 0.222 2.553
C: 0.276 2.305 3.015
C: -0.132 -2.341 -3.183
H: -0.872 -3.152 -3.119
H: 0.567 -2.598 -4.002
H: 0.425 -2.325 -2.234
C: -1.676 -1.097 -4.734
H: -2.412 -1.914 -4.666
H: -2.210 -0.153 -4.940
H: -1.028 -1.310 -5.606
C: 0.270 0.095 -3.776
H: 0.962 -0.284 -4.553
H: -0.204 1.014 -4.156
H: 0.853 0.373 -2.886
C: -3.204 -2.771 -1.964
H: -2.448 -3.149 -1.254
H: -4.160 -3.281 -1.740
H: -2.909 -3.061 -2.985
C: -4.035 -0.993 -0.436
H: -3.440 -1.441 0.374
H: -4.151 0.084 -0.241
H: -5.040 -1.456 -0.418
C: -4.388 -0.713 -2.872
H: -4.040 -0.851 -3.905
H: -5.349 -1.251 -2.766
H: -4.586 0.360 -2.708
C: -0.472 1.424 4.037
H: -1.000 2.075 4.758
H: -1.220 0.782 3.551
H: 0.218 0.781 4.609
C: -0.723 3.200 2.240
H: -0.196 4.001 1.697
H: -1.333 2.649 1.513
H: -1.404 3.670 2.973
C: 1.238 3.270 3.745
H: 0.634 4.076 4.200
H: 1.802 2.789 4.555
H: 1.951 3.751 3.053
C: 3.862 0.362 1.657
H: 4.236 1.399 1.627
H: 4.669 -0.276 2.065
H: 3.661 0.034 0.627
C: 2.209 -1.264 2.631
H: 2.020 -1.681 1.630
H: 3.021 -1.842 3.110
H: 1.289 -1.403 3.223
C: 3.029 0.691 3.962
H: 3.442 1.711 3.956
H: 2.203 0.643 4.687
H: 3.826 0.014 4.325
Cr: -0.318 -0.044 0.119
N: 1.497 -0.603 -0.822
C: 2.483 -0.968 -1.342
C: 3.730 -1.412 -1.994
C: 3.743 -0.928 -3.466
C: 4.926 -0.791 -1.226
C: 3.793 -2.961 -1.954
H: 2.903 -1.359 -4.032
H: 3.677 0.170 -3.522
H: 4.689 -1.252 -3.935
H: 4.948 -1.130 -0.178
H: 5.866 -1.103 -1.714
H: 4.870 0.310 -1.239
H: 4.718 -3.294 -2.454
H: 3.798 -3.336 -0.919
H: 2.931 -3.401 -2.483
S: -2.311 0.540 1.360
C: -2.813 -0.616 2.450
N: -4.169 -0.816 2.742
C: -4.307 -1.819 3.766
C: -2.857 -2.212 4.140
N: -2.015 -1.423 3.275
H: -4.954 -0.326 2.289
H: -4.870 -2.686 3.360
H: -4.839 -1.391 4.643
H: -2.676 -3.294 3.969
H: -2.643 -1.948 5.198
H: -0.989 -1.433 3.312

Number 1: maximum force 3.44 eV/Å. Number 2: maximum force 5.74 eV/Å. Number 3: maximum force 6.66 eV/Å.